{
  "formula": "C17H37NO19P2",
  "method": "wB97M-V/def2-TZVPD",
  "elements": ["C", "C", "O", "C", "C", "O", "N", "C", "O", "O", "P", "P", "O", "O", "O", "H", "H", "H", "H", "H", "H", "H", "H", "H", "H", "H", "H", "H", "C", "O", "C", "O", "O", "C", "H", "H", "H", "H", "H", "H", "C", "O", "C", "O", "O", "C", "H", "H", "H", "H", "H", "H", "C", "O", "C", "O", "O", "C", "H", "H", "H", "H", "H", "H", "C", "O", "C", "O", "O", "C", "H", "H", "H", "H", "H", "H"],
  "positions_angstrom": [[1.44172, 1.04861, 2.53148], [-0.00447, 1.50668, 2.50778], [-0.10448, 2.85006, 2.95441], [-1.00333, 3.66782, 2.23064], [-1.83076, 4.52445, 3.16473], [-2.48723, 3.80533, 4.20437], [-3.21576, 2.73843, 3.65548], [-4.57623, 2.76138, 4.10769], [-4.94764, 2.73570, 5.23870], [-5.44671, 2.83322, 3.06650], [-4.99723, 2.11514, 1.61714], [-4.43304, 0.05049, 2.09381], [-5.26827, -0.93583, 1.40065], [-4.37343, -0.20010, 3.67575], [-2.89661, -0.03465, 1.63183], [2.06724, 1.81402, 2.07866], [1.75727, 0.90394, 3.56285], [1.54181, 0.10397, 1.99932], [-0.59539, 0.87314, 3.18517], [-0.39714, 1.39435, 1.49156], [-0.43529, 4.33286, 1.57156], [-1.65490, 3.06804, 1.59053], [-1.18097, 5.23182, 3.67592], [-2.56384, 5.06249, 2.55603], [-2.76038, 1.87940, 3.94840], [-6.26329, 1.83026, 1.08287], [-3.46996, -0.26877, 4.01064], [-2.45348, 0.80574, 1.83274], [4.17694, 0.12378, -1.03514], [2.76890, 0.35177, -0.93127], [2.01714, -0.70159, -1.24632], [2.42626, -1.78021, -1.59134], [0.74112, -0.36018, -1.11410], [-0.19289, -1.40338, -1.42693], [4.65286, 1.05699, -0.75080], [4.48835, -0.66981, -0.35855], [4.44990, -0.13232, -2.05694], [-0.05226, -2.25321, -0.76264], [-0.09496, -1.72121, -2.46259], [-1.17907, -0.97843, -1.26619], [-5.51395, -0.50721, -1.90332], [-5.22888, 0.82316, -2.35912], [-4.73414, 0.89248, -3.59130], [-4.51342, -0.03825, -4.31988], [-4.51940, 2.17661, -3.88236], [-3.98239, 2.39836, -5.18841], [-5.89679, -0.41107, -0.89306], [-6.26073, -0.98126, -2.53680], [-4.60723, -1.10775, -1.88361], [-4.66709, 2.03518, -5.95199], [-3.01674, 1.90827, -5.29501], [-3.86188, 3.47315, -5.28376], [3.92945, -3.53956, -3.89322], [3.89009, -3.24319, -5.29614], [2.69988, -3.42688, -5.85818], [1.70291, -3.80539, -5.30144], [2.79667, -3.11746, -7.15228], [1.57779, -3.27145, -7.88281], [4.94883, -3.34608, -3.57131], [3.24870, -2.89934, -3.34144], [3.68786, -4.58595, -3.71639], [0.80434, -2.61912, -7.48251], [1.23997, -4.30527, -7.85314], [1.80466, -2.98806, -8.90607], [4.24195, -2.82212, 2.61890], [5.22179, -2.60685, 3.63740], [5.07306, -1.46592, 4.30762], [4.21191, -0.64689, 4.11868], [6.03874, -1.38723, 5.21871], [5.99940, -0.20122, 6.01776], [4.48712, -3.77678, 2.16428], [3.24352, -2.86484, 3.04946], [4.28834, -2.03396, 1.86952], [5.06706, -0.14545, 6.57560], [6.11241, 0.68415, 5.39568], [6.83566, -0.27701, 6.70550]],
  "total_charge": 0,
  "smiles": "CCOCCONC(=O)OPP(=O)(O)O.COC(=O)OC.COC(=O)OC.COC(=O)OC.COC(=O)OC",
  "lumo_ev": 0.0695,
  "largest_force_ev_per_a": 1.6,
  "homo_lumo_gap_ev": 9.710,
  "homo_ha": -0.3543
}

{
  "formula": "C6H15N2",
  "method": "wB97M-V/def2-TZVPD",
  "elements": ["N", "C", "C", "N", "C", "C", "C", "C", "H", "H", "H", "H", "H", "H", "H", "H", "H", "H", "H", "H", "H", "H", "H"],
  "positions_angstrom": [[-0.37854, -3.13560, 2.00887], [-4.45610, 4.83430, 0.78304], [-4.13835, 3.62246, 0.34872], [0.95047, -0.88097, -0.04127], [1.62577, 0.13230, -0.59049], [2.93963, -0.28190, -1.19124], [2.61282, -1.74164, -1.53716], [1.62628, -2.09348, -0.43605], [-0.14608, -2.29930, 1.49968], [0.38101, -3.42953, 2.60365], [-1.24950, -3.07276, 2.51091], [-5.06725, 4.90706, 1.67165], [-4.38392, 5.74395, 0.20080], [-3.53530, 3.51464, -0.55024], [-4.43965, 2.73063, 0.86794], [0.69214, -0.23749, -1.30643], [1.48282, 1.08635, -0.07246], [3.74996, -0.19009, -0.47743], [3.17274, 0.29308, -2.08471], [2.08887, -1.74095, -2.49441], [3.44577, -2.42723, -1.57269], [0.89510, -2.89054, -0.61802], [2.13131, -2.44331, 0.47732]],
  "total_charge": 1,
  "lumo_ev": -6.8181,
  "largest_force_ev_per_a": 2.6,
  "homo_lumo_gap_ev": 5.178,
  "de_lowest_ev": 5.748,
  "homo_ha": -0.4408
}

{
  "formula": "C3H3ClO2",
  "method": "wB97M-V/def2-TZVPD",
  "elements": ["C", "C", "C", "O", "O", "Cl", "H", "H", "H"],
  "positions_angstrom": [[-1.37333, 0.70450, -0.15691], [-2.63714, -0.56870, 0.00705], [-0.07754, 0.10994, 0.26772], [-1.66696, 1.77695, -0.57556], [-2.62062, -1.76386, -0.03734], [-4.31996, 0.21795, 0.20330], [-0.20010, -0.41611, 1.15117], [0.52686, 1.05390, 0.39351], [0.28831, -0.53027, -0.51800]],
  "total_charge": 0,
  "smiles": "CC(=O)C(=O)Cl",
  "lumo_ev": -0.3320,
  "largest_force_ev_per_a": 3.7,
  "homo_lumo_gap_ev": 9.713,
  "de_lowest_ev": 0.738,
  "homo_ha": -0.3692
}

{
  "formula": "C5H10N3",
  "method": "wB97M-V/def2-TZVPD",
  "elements": ["C", "C", "C", "C", "C", "N", "N", "N", "H", "H", "H", "H", "H", "H", "H", "H", "H", "H"],
  "positions_angstrom": [[0.25048, 2.05236, -0.00725], [-2.46325, 0.20347, 0.70407], [1.58756, 0.05285, 0.14761], [-3.36329, -0.91841, 0.26856], [2.94127, -0.45187, 0.31910], [-0.95925, 1.80825, -0.21555], [-1.65129, 0.79285, -0.10471], [1.39468, 1.33159, 0.13399], [0.47628, 3.16657, -0.01432], [-2.73846, 0.63305, 1.69686], [0.85493, -0.67128, -0.23527], [-3.15348, -1.93160, 0.60001], [-3.40219, -1.09607, -0.78794], [-4.35672, -0.69466, 0.59866], [3.06096, -1.18099, -0.50544], [3.20221, -1.03204, 1.11087], [3.61765, 0.35455, 0.34049], [2.20457, 1.93450, 0.27286]],
  "total_charge": 1,
  "smiles": "C/C=N/N=C\\[NH+]=C\\C",
  "lumo_ev": [-5.2128, -5.2138],
  "largest_force_ev_per_a": 4.9,
  "homo_lumo_gap_ev": [7.674, 7.672],
  "de_lowest_ev": 4.497,
  "homo_ha": [-0.4736, -0.4735]
}

{
  "formula": "C2H6I2NP",
  "method": "wB97M-V/def2-TZVPD",
  "elements": ["C", "C", "N", "P", "I", "I", "H", "H", "H", "H", "H", "H"],
  "positions_angstrom": [[1.06131, 1.03220, -0.84119], [-0.00219, 0.30709, -0.15217], [-1.15069, 0.19433, -1.05035], [-2.61488, 0.95457, -0.66808], [-3.40380, 0.85209, -2.86763], [-3.97790, -2.04992, 1.00739], [0.67323, 2.02780, -1.22432], [2.06236, 1.17398, -0.34126], [1.31078, 0.56792, -1.82851], [0.32065, -0.69437, 0.16266], [-0.31031, 0.77127, 0.77724], [-1.18440, -0.54767, -1.63732]],
  "total_charge": 0,
  "lumo_ev": [-1.6519, -2.5994],
  "largest_force_ev_per_a": 4.7,
  "homo_lumo_gap_ev": [7.150, 5.178],
  "de_lowest_ev": 1.289,
  "homo_ha": [-0.3235, -0.2858]
}

{
  "formula": "C21H37ClN",
  "method": "wB97M-V/def2-TZVPD",
  "elements": ["C", "C", "C", "C", "C", "H", "H", "C", "C", "H", "H", "N", "C", "C", "H", "H", "C", "H", "H", "C", "C", "C", "C", "C", "C", "C", "H", "H", "Cl", "H", "H", "H", "H", "H", "H", "C", "C", "H", "H", "H", "H", "H", "C", "C", "H", "H", "H", "H", "H", "H", "H", "H", "H", "H", "H", "H", "H", "H", "H", "H"],
  "positions_angstrom": [[-5.08594, -3.29809, 0.72241], [-3.79893, -2.51299, 0.93801], [-2.93549, -2.49230, -0.32067], [-1.65572, -1.68124, -0.12527], [-0.76988, -1.73367, -1.36906], [-1.38548, -1.50861, -2.24083], [-0.37920, -2.74510, -1.49748], [0.38909, -0.72921, -1.34663], [1.31765, -1.01678, -0.16751], [1.55812, -2.08088, -0.17645], [0.78373, -0.79930, 0.75726], [2.61299, -0.26416, -0.12893], [2.39398, 1.19511, -0.36825], [1.40485, 1.89563, 0.55994], [0.45038, 1.37058, 0.58530], [1.79134, 1.95514, 1.57758], [1.13868, 3.31839, 0.05469], [0.96901, 3.29633, -1.02328], [2.00625, 3.95130, 0.24423], [-0.09790, 3.92052, 0.73328], [-1.33561, 3.13319, 0.39830], [-1.98002, 2.36068, 1.35640], [-3.09931, 1.61195, 1.03603], [-3.57952, 1.62415, -0.26466], [-2.95220, 2.39158, -1.23535], [-1.84076, 3.14054, -0.89786], [-1.36794, 3.75214, -1.65229], [-3.33954, 2.40820, -2.24152], [-4.97030, 0.68686, -0.68000], [-3.59991, 1.02810, 1.79212], [-1.61421, 2.35303, 2.37310], [-0.21666, 4.94892, 0.38918], [0.04980, 3.94129, 1.81364], [3.35991, 1.69496, -0.28488], [2.04583, 1.30400, -1.39660], [3.23330, -0.43846, 1.22129], [3.63898, -1.85713, 1.59168], [4.41131, -2.25573, 0.94102], [2.79429, -2.53926, 1.60302], [4.04674, -1.83042, 2.59938], [4.10894, 0.21045, 1.26677], [2.51101, -0.08012, 1.95546], [3.50426, -0.80233, -1.20477], [4.91499, -0.23541, -1.25943], [5.43388, -0.72810, -2.07834], [4.92923, 0.83058, -1.46559], [5.48054, -0.43151, -0.35363], [3.01364, -0.60800, -2.15919], [3.56006, -1.88338, -1.07254], [0.92282, -0.81407, -2.29396], [-0.03475, 0.27293, -1.27760], [-1.12063, -2.08091, 0.73949], [-1.92212, -0.64353, 0.08904], [-3.51129, -2.06109, -1.14112], [-2.67697, -3.51673, -0.59741], [-3.23369, -2.95838, 1.76042], [-4.04524, -1.48752, 1.21905], [-4.86618, -4.32672, 0.44604], [-5.67583, -2.84848, -0.07273], [-5.68432, -3.30691, 1.62967]],
  "total_charge": 1,
  "smiles": "CCCCCCC[N+](CC)(CC)CCCCc1ccc(Cl)cc1",
  "lumo_ev": -2.1417,
  "largest_force_ev_per_a": 0.9,
  "homo_lumo_gap_ev": 9.250,
  "de_lowest_ev": 0.000,
  "homo_ha": -0.4187
}